Formula: C75H117N10O37
Source: the OMol25 dataset
Level of theory: ωB97M-V with the def2-TZVPD basis set

Summary:
* E_LUMO: -1.89 eV
* gap between HOMO and LUMO: 3.5 eV
* charge: -1
* molecular weight: 1750.8 g mol⁻¹

```
239
Properties=species:S:1:pos:R:3:forces:R:3:lowdin_charge:R:1
H 14.318706 16.835719 17.505269 -0.15 0.33 1.34 0.154
H 17.008415 18.557418 24.896135 -0.55 0.51 -0.12 0.118
O 9.352472 14.232806 27.745313 0.13 1.07 -0.89 -0.084
C 12.642564 9.801893 32.815788 -1.10 0.49 0.30 -0.013
O 15.434953 9.670360 17.113057 0.61 -2.81 2.43 -0.131
H 13.161581 10.282073 20.220979 0.25 0.48 0.27 0.105
H 10.822002 10.002819 18.239925 -0.44 0.57 0.16 0.086
N 10.576479 8.864948 15.632062 -6.82 -2.63 1.65 0.110
H 9.871803 11.971208 27.481384 -0.11 -0.45 -0.86 0.115
H 18.015802 16.007534 30.054588 -0.46 -0.28 -0.39 0.123
C 9.324210 15.399170 27.209651 1.12 -1.62 -2.93 -0.751
O 17.678117 14.565591 18.997714 0.25 -2.61 -0.72 -0.115
C 14.946923 8.334929 22.972152 -0.05 -0.76 0.74 0.027
C 16.368532 14.632373 28.497415 0.18 -1.71 -1.14 0.033
C 12.411838 16.331892 27.620005 0.71 0.61 0.40 0.060
C 9.798055 11.483825 26.488560 0.17 0.22 0.61 0.002
H 10.687430 13.627965 33.195419 -0.33 0.54 -0.11 0.066
H 18.449731 15.301009 23.092712 -0.35 -0.15 -0.69 0.135
H 8.811607 12.380233 30.206395 0.25 -0.54 0.53 0.106
H 13.553839 9.944534 16.643436 -0.26 0.25 0.36 0.103
H 13.431630 11.146603 14.594694 -1.06 -0.10 0.25 0.152
H 12.128119 8.842044 18.632647 -0.77 0.44 -0.25 0.088
H 11.927058 6.728046 16.420487 -0.34 -0.39 0.05 0.097
C 8.922870 12.953904 20.591329 -0.14 -0.75 0.55 -0.010
H 15.893221 13.058651 20.653386 0.33 -0.34 -0.19 0.101
C 12.516530 7.626728 16.447673 0.25 0.18 0.54 0.016
O 11.570040 14.086934 15.145024 -0.13 0.39 -0.76 0.017
H 15.676529 7.515056 22.968933 -0.17 0.42 -0.19 0.109
C 10.657365 9.473289 27.545567 -0.67 -0.14 -0.13 0.011
O 8.855220 16.050962 30.605251 2.12 0.93 -0.34 -0.117
H 11.733790 19.285219 18.134054 0.52 -0.57 -0.31 0.111
C 9.159114 9.522743 13.693991 -1.05 -0.88 1.37 -0.040
C 13.394085 14.558591 22.282039 -0.50 0.00 2.02 -0.133
H 10.315684 11.733192 29.363400 -0.43 1.09 0.76 0.073
H 9.738247 15.841927 19.612526 0.32 -0.12 -0.63 0.062
H 15.091266 12.265810 18.628252 0.11 0.52 -0.63 0.119
H 17.671918 12.164819 28.680695 -0.59 -0.19 1.07 0.113
C 18.619421 16.674191 25.052670 -0.58 0.24 0.80 0.014
H 12.837342 11.428923 34.830926 0.00 0.05 -0.39 0.092
C 12.112391 11.916979 34.153888 0.88 -0.65 0.69 -0.001
H 9.065599 11.055376 21.477998 -0.10 -0.17 0.02 0.117
O 10.756205 17.228059 20.445725 0.47 -0.84 -0.39 -0.057
C 15.886710 18.160639 23.043726 -0.53 0.70 -0.60 0.051
O 10.156361 19.369494 20.208384 -0.28 0.14 -0.28 -0.004
H 8.460316 18.757847 21.579748 0.11 -0.11 -0.18 0.108
O 17.249365 19.742684 27.693611 -0.04 -1.44 0.50 0.039
H 11.549235 17.528724 18.133087 0.19 0.48 -0.81 0.104
O 11.633685 11.703187 22.397316 1.68 -0.47 -0.52 -0.049
C 16.822181 16.203952 21.943043 -1.63 0.40 -0.99 0.048
C 10.142865 9.628879 25.122712 0.33 0.43 0.91 -0.003
H 13.257132 9.502652 14.433445 -0.32 -0.50 -0.68 0.108
H 15.185641 14.010665 17.997615 1.00 0.20 0.00 0.090
C 16.186986 10.318206 22.185978 0.05 -1.60 0.92 0.081
H 11.147100 11.665134 34.667342 0.52 0.41 -1.16 0.115
O 13.003979 11.222644 26.984455 1.64 -0.58 2.12 -0.064
C 14.919258 13.486576 20.832650 1.04 0.05 0.44 -0.022
O 17.829909 12.640125 20.201485 0.09 0.53 -0.77 -0.078
H 8.017442 15.689250 19.553801 0.17 -0.28 -0.31 0.112
O 9.395878 8.508787 16.082697 6.09 1.93 -2.13 0.135
C 13.156836 16.399015 23.971458 0.27 0.60 -1.36 0.049
H 18.004773 16.725302 25.932271 -0.19 -0.26 0.67 0.072
C 12.533292 10.157345 16.261140 1.15 -0.90 -0.27 -0.113
O 16.817294 17.759176 28.741230 0.62 0.90 -0.84 -0.119
H 12.601443 18.314425 16.837797 -0.04 -0.13 0.36 0.107
N 13.304320 18.113518 18.810410 0.64 -0.04 -0.51 -0.094
C 10.042087 16.634192 30.639666 -2.09 -2.62 1.72 -0.767
C 16.834259 17.978738 24.007134 1.13 -0.90 0.55 0.029
H 11.374615 16.162216 27.828019 -0.42 0.06 0.05 0.065
H 8.953910 13.176251 25.690954 0.04 0.67 -0.24 0.102
C 17.326167 12.966709 25.460091 0.53 -0.07 0.52 -0.843
C 9.337849 12.214669 25.416102 0.28 -0.63 -0.74 0.062
O 16.207762 17.982756 26.616560 0.30 0.73 -0.51 -0.009
H 9.364890 17.937498 29.406590 0.55 -0.47 0.54 0.118
H 10.841159 11.288734 14.812913 -0.36 0.33 -0.46 0.131
H 15.803553 12.032164 26.033325 -0.14 0.18 0.04 0.047
H 11.490904 15.066079 21.374534 1.11 -0.13 -0.30 0.106
C 10.779808 12.848975 31.217456 -0.01 -1.41 -0.96 -0.391
H 11.896669 9.341213 33.450149 -0.13 -0.05 0.37 0.083
H 16.719762 11.098922 22.703403 0.41 0.70 -0.89 0.108
H 18.501241 13.658249 27.518491 0.70 0.56 0.42 0.066
H 15.447905 14.251356 28.905413 -0.46 0.34 0.34 0.103
O 15.401913 16.277428 30.722891 1.58 -1.15 -0.17 -0.070
H 13.748707 10.420566 22.985943 -0.27 0.24 0.23 0.080
H 14.499701 8.511261 21.995473 -0.10 -0.28 0.02 0.110
N 9.001423 14.276241 20.701182 0.15 -0.18 0.61 -0.058
C 17.711394 16.080831 22.943369 0.77 -1.00 0.69 -0.029
H 15.635197 10.949438 28.362763 -0.25 1.40 -2.21 0.122
H 12.376659 13.071958 24.481947 0.49 0.65 -0.22 0.130
C 9.910958 10.366771 24.008337 -0.78 0.64 -0.19 0.034
H 9.296615 15.905402 21.939122 0.05 -0.28 0.12 0.121
O 14.307770 20.607521 22.991494 -0.47 -1.03 0.55 -0.096
H 12.156704 11.079200 16.645070 -0.67 0.39 0.92 0.093
H 12.359319 19.399119 20.113660 0.40 -0.36 -0.21 0.145
C 17.368682 12.681817 29.626663 -0.42 -0.66 -0.04 -0.007
O 14.475665 8.893246 18.970983 -5.90 -1.33 3.26 0.017
C 12.991170 16.812308 25.245776 0.52 0.72 1.48 0.029
C 12.645265 14.127459 24.652825 -0.62 0.96 0.01 0.069
H 16.508768 14.106694 27.557001 -0.44 0.46 -0.44 0.096
C 12.417479 11.324384 32.727806 -1.82 -1.84 0.48 -0.435
O 17.779066 12.418806 17.995596 0.58 5.80 -3.22 -0.053
H 11.405908 8.724139 27.291437 0.24 0.49 -0.13 0.098
H 8.593899 8.569816 13.731135 0.07 0.63 -0.36 0.096
N 10.193121 10.212544 26.332146 0.13 0.53 1.26 -0.070
H 18.350451 9.007986 25.261044 0.03 0.12 -0.59 0.145
O 17.887898 12.383543 26.420839 0.66 -0.61 0.53 -0.077
C 12.088796 13.388704 30.619278 -0.14 -0.56 -0.69 -0.097
H 11.860302 14.382088 30.205920 0.17 -0.13 0.56 0.118
N 15.556105 9.611402 23.399757 1.97 -0.75 -2.21 -0.355
H 12.591499 9.230333 31.875619 0.62 0.67 0.15 0.107
C 14.596203 13.901213 22.110603 0.20 -0.37 -0.27 0.044
O 16.522231 8.693114 18.887538 1.84 -1.86 2.34 0.122
C 9.374320 14.021684 23.056512 -0.18 -0.44 0.27 0.066
C 13.808844 11.019082 27.970005 -2.51 1.55 -3.89 -0.684
C 13.571967 11.949345 32.027074 0.83 0.65 1.07 -0.156
C 13.930473 21.077772 24.103907 1.05 2.35 -1.10 -0.798
N 11.143710 11.459886 31.925638 1.93 4.17 -0.58 -0.011
H 11.814562 14.965428 14.768850 -0.17 -0.96 0.63 0.104
H 17.304665 8.781553 18.404712 1.60 0.63 -1.69 0.084
O 13.067388 11.020893 20.873678 1.06 -1.33 -1.46 0.079
H 10.496280 8.206189 18.295197 0.33 0.74 -0.03 0.104
H 10.395414 7.581069 12.812873 1.14 0.53 0.29 0.103
H 19.310771 17.492661 25.167344 0.48 0.21 -0.43 0.105
N 12.669152 15.937200 26.211769 -0.32 0.42 0.29 -0.032
H 19.556882 13.735113 29.011768 -0.40 0.67 -0.54 0.120
C 15.417485 8.993225 18.275473 1.45 5.45 -6.10 -0.847
H 12.656650 17.383031 27.800579 -0.15 -0.17 -0.44 0.119
C 11.752182 14.185000 16.526708 -0.24 -0.78 -0.54 -0.859
C 14.605305 13.237854 18.454221 -1.16 -0.61 -0.23 0.056
C 16.323539 15.277209 31.212892 0.47 -0.06 0.14 -0.213
H 11.759511 8.696152 12.398480 0.21 -0.01 0.17 0.097
C 11.201802 9.027065 18.034766 0.57 -2.05 0.38 -0.005
C 12.263642 18.342536 17.878409 -2.37 0.17 -0.71 -0.007
H 14.185110 13.689112 31.025831 -0.16 0.14 -0.40 0.069
O 11.429922 13.197736 17.197651 -0.48 -0.85 -0.03 -0.046
H 18.746237 8.047800 22.817402 1.08 0.37 -0.66 0.087
H 13.201818 14.026809 32.417636 -0.20 -0.37 -1.01 0.146
H 16.748740 15.528961 32.210329 -0.90 0.19 -0.28 0.123
H 13.902953 11.390165 31.197331 -0.05 -1.20 -1.06 0.079
H 9.771367 14.613465 31.915028 0.46 -1.09 0.47 0.095
C 15.128422 16.818916 19.611100 -2.01 1.19 -1.38 0.084
H 11.900764 14.109596 26.667753 0.09 -0.27 0.28 0.131
H 12.296486 14.397395 19.120166 0.14 -0.38 -0.08 0.115
O 11.177172 9.809993 21.372612 1.69 -0.23 -0.86 -0.053
H 18.438043 10.130172 23.931380 0.23 -0.27 -0.71 0.140
O 14.058105 22.275946 24.435770 -0.54 -1.04 0.45 -0.040
C 18.745513 14.248203 28.438259 0.01 -0.97 0.27 0.028
H 13.717353 13.166662 17.822469 0.03 -0.46 0.16 0.082
H 13.130371 7.722157 15.594341 0.78 -0.23 -1.00 0.070
O 18.052941 8.063788 23.449128 -0.62 -0.93 -0.03 -0.022
C 13.955432 18.321244 21.013946 -0.78 2.61 2.71 0.008
H 8.959144 14.472397 18.589186 0.31 0.12 0.16 0.098
H 15.339416 10.593339 21.586892 -0.08 0.65 -0.35 0.081
C 12.923677 14.210415 19.989854 -0.67 0.75 -0.69 0.026
H 15.216166 19.081223 23.094624 0.77 -0.82 0.12 0.101
H 14.186510 8.175829 23.760026 0.18 -0.53 -0.72 0.113
N 17.671753 16.908839 23.967006 0.31 1.21 0.12 -0.052
H 13.018014 15.778613 28.354721 -0.03 -0.16 -0.67 0.102
H 12.288137 12.727697 29.743020 0.03 0.35 0.45 0.122
H 13.562218 9.823034 33.339578 1.22 -0.99 0.21 0.077
C 13.179100 18.677594 19.982460 -1.99 1.45 0.74 -0.008
H 16.068217 8.712318 25.130625 0.14 -0.64 0.26 0.144
C 17.641185 15.042326 30.424637 -0.04 0.45 1.33 -0.131
O 8.895113 16.390761 27.962932 -0.39 1.04 -0.53 0.070
H 9.821130 13.526463 29.550138 0.27 -0.61 -0.49 0.078
C 10.563804 9.260929 14.139425 0.74 0.27 -0.15 -0.463
C 9.880858 12.530638 30.032816 -0.06 0.43 -0.28 -0.029
H 17.820660 13.270290 17.180772 -0.25 -4.05 3.37 0.226
H 12.378692 12.977013 34.215039 -0.51 -0.16 -0.12 0.083
H 11.014766 10.175131 28.320343 0.04 -0.47 -0.79 0.067
H 13.165199 7.648054 17.324742 0.11 -0.22 -0.07 0.094
O 11.013772 16.213366 31.308452 -0.47 0.79 -0.95 -0.036
O 10.166374 17.750437 29.938761 0.39 1.59 -0.87 0.086
H 16.567056 10.333673 25.123519 -0.50 0.52 -0.13 0.113
H 8.756063 12.540184 19.626832 0.09 -0.05 -0.73 0.133
O 13.355187 20.214524 25.008797 -0.86 0.97 1.64 0.013
C 11.960748 10.787428 21.569076 -4.18 1.38 2.03 -0.783
H 16.393228 12.425541 30.069674 -0.05 0.18 -0.90 0.102
C 16.744694 18.421620 27.623631 -0.58 -0.66 2.80 -0.718
H 19.061311 15.683303 24.989960 0.01 0.20 -0.24 0.085
H 11.879701 7.533382 13.825756 0.03 0.43 -0.73 0.079
O 12.243233 15.231582 16.910723 0.94 2.15 0.77 -0.022
C 16.536109 9.450652 24.497767 -1.56 0.55 1.53 -0.137
C 14.912795 17.410876 20.880439 2.31 -1.80 -1.57 -0.151
H 8.720008 10.173662 14.459259 -0.26 0.13 -0.52 0.099
C 9.220186 14.815600 21.928998 -0.06 0.24 -0.36 0.008
H 17.562402 19.813491 28.631033 -0.44 -0.14 -1.15 0.109
C 14.256146 17.226147 18.555888 2.13 -1.79 0.55 0.021
C 11.246442 8.207964 13.221155 -1.52 -1.31 1.03 0.018
H 16.826968 15.430911 21.189058 0.16 0.17 -0.39 0.095
H 14.403750 11.833972 32.771444 -0.46 0.69 -0.48 0.151
C 12.506783 14.644617 21.241553 -0.45 0.17 -0.89 0.045
C 12.376935 14.679451 25.890462 -0.08 -1.08 0.06 -0.022
H 14.867798 11.413435 24.017102 -0.56 -0.10 -0.24 0.095
H 16.778464 9.580355 21.612073 0.01 0.66 0.48 0.120
H 13.225565 17.834136 25.519078 -0.22 0.06 0.20 0.131
H 11.396937 10.898440 13.124245 -0.20 0.33 -0.08 0.135
H 9.115126 13.024287 32.547720 0.76 0.42 -0.12 0.112
H 9.120648 9.985182 12.711614 0.18 -0.08 0.01 0.107
C 15.855501 17.246759 21.979446 1.66 -1.10 0.68 -0.104
C 9.479200 11.696690 24.107737 -0.17 1.04 1.60 -0.081
O 13.529154 10.626907 29.112953 1.48 0.10 -0.29 -0.029
C 9.231791 12.620200 22.959201 0.59 0.22 -0.76 -0.106
O 9.719118 15.680794 25.987077 -1.00 -0.76 2.92 -0.088
C 14.461879 10.418959 23.795542 -1.25 1.74 2.15 -0.038
N 14.146644 13.691882 19.759257 -1.00 0.39 1.93 -0.037
C 13.291965 13.336802 31.525674 0.31 1.59 1.84 -0.153
H 15.904670 16.132813 19.352530 0.61 -0.41 0.12 0.086
N 17.491619 14.081825 29.300133 1.06 3.20 -0.68 -0.364
O 16.049881 12.597982 25.277312 -1.63 -0.19 -0.60 0.021
H 15.269488 13.666822 22.952579 -0.26 0.36 -0.53 0.136
H 10.331951 8.586297 25.173879 0.40 -0.72 -0.52 0.132
C 17.810052 13.280205 19.116964 -0.97 0.42 1.59 -0.801
H 16.483553 15.705986 28.432257 -0.19 0.21 -0.29 0.077
C 13.030268 15.061784 23.673267 0.35 -1.87 -1.19 -0.093
H 14.036547 10.032574 24.756560 0.11 0.31 -0.79 0.127
H 13.909062 18.944110 21.954842 -0.48 -0.57 -1.11 0.118
H 8.721121 16.062234 28.869564 -0.19 -0.30 0.71 0.055
H 15.812230 14.280390 31.308093 0.37 0.97 0.09 0.088
H 9.658125 14.507534 23.998962 -0.33 -0.01 -0.17 0.106
C 9.033123 12.114469 21.671180 -0.12 0.05 0.37 0.028
C 11.706842 8.886214 16.613773 -0.55 1.91 0.14 -0.443
H 13.070547 20.849296 25.755633 0.74 -1.46 -1.61 0.144
O 10.398707 10.598861 31.868715 -2.20 -2.81 -0.11 0.226
C 8.947587 15.104055 19.475078 -0.88 0.72 1.05 0.043
H 13.439064 17.159127 23.217573 -0.34 -0.76 0.58 0.122
H 18.468165 14.719102 31.095503 -0.71 -0.34 -0.25 0.140
O 8.880339 17.914660 21.357529 -0.47 0.07 0.06 0.031
H 10.079073 9.928027 23.061947 0.10 -0.50 -1.02 0.081
C 10.057848 13.582948 32.303934 -1.03 0.61 0.39 -0.004
H 15.791077 16.689300 29.901468 -0.27 0.18 0.81 0.050
H 9.796474 8.909142 27.908779 -0.11 0.13 0.18 0.098
O 15.184504 11.408366 27.557732 -0.74 -2.71 4.33 -0.049
O 17.767775 13.823277 24.710948 0.47 0.67 -0.71 0.020
C 17.948752 9.204477 24.236421 0.95 -0.29 1.00 -0.250
H 18.001400 12.553232 30.472158 1.20 -0.65 0.34 0.093
C 11.325027 10.565405 14.154535 1.20 0.22 0.29 -0.127
C 9.999367 18.203550 20.580517 0.38 0.79 0.75 -0.795
C 12.672296 10.346163 14.789464 2.00 0.44 -0.52 -0.179
H 18.939667 15.320235 28.262968 -0.18 -0.59 0.15 0.114
```
Positions in Å, forces in eV/Å.